Computed, not measured: the molecule C3H7N3O2, with ωB97M-V with the def2-TZVPD basis set.

Cartesian coordinates (Å):
O1 1.792230 -0.672345 -0.075459
O2 0.789717 1.364590 -0.034612
N1 -2.040960 1.163952 0.069657
N2 -0.393915 -0.584320 -0.003214
N3 -2.679102 -1.158299 0.103018
C1 -1.878638 -0.192421 -0.119456
C2 3.184929 -0.213317 0.077491
C3 0.801678 0.155603 -0.016527
H1 3.528731 0.290414 -0.774802
H2 -1.210662 1.636272 0.032145
H3 -3.606960 -0.907158 0.022089
H4 3.432531 0.428039 0.897033
H5 -3.037094 1.444078 -0.100254
H6 -0.356560 -1.670539 -0.257467
H7 3.744460 -1.207579 0.226560

Cartesian forces (eV/Å) of the 3 atoms listed first:
O 2.8 -0.4 0.6
O 0.8 0.4 0.4
N -4.2 -3.1 -1.0

## Properties
Frontier orbital gap   10.00 eV
Structure (SMILES)   [H]/N=C(\N)NC(=O)OC
Total charge   0

Computed, not measured: a structure of composition C5H9NO, with ωB97M-V with the def2-TZVPD basis set.

Cartesian coordinates (Å):
O1 -1.420780 1.075766 1.466049
N1 -0.710253 -1.692991 0.518841
C1 0.638793 -1.761563 1.111186
C2 0.407643 0.787944 -0.050105
C3 -0.439717 1.486674 0.788185
C4 -0.310506 0.913535 -1.529268
C5 0.441228 -0.837792 -0.054714
H1 -0.534531 2.678528 0.163286
H2 0.967801 -1.325168 2.336630
H3 1.360713 -2.637514 1.079754
H4 -1.289782 -1.044381 0.824251
H5 0.288069 0.196847 -2.268694
H6 0.817267 -1.216994 -1.022692
H7 -1.175077 0.427870 -1.203909
H8 1.367377 1.040495 -0.008517
H9 -0.408245 1.908742 -2.150282

Cartesian forces (eV/Å) of the 3 atoms listed first:
O 3.9 1.4 -1.7
N 5.5 -3.3 -3.2
C 1.7 1.8 3.8

## Properties
Frontier orbital gap   9.74 eV
Total charge   0

Computed, not measured: a cluster of 2 separate species, C4H8N2 in total, with ωB97M-V with the def2-TZVPD basis set.

Cartesian coordinates (Å):
N1 1.945522 -0.693844 -0.578121
N2 1.113176 2.479199 0.736642
C1 -0.434767 -0.377957 -0.488118
C2 -1.713035 0.366176 -0.271200
C3 0.797187 0.106530 -0.300396
C4 0.970890 1.432075 0.258098
H1 -0.486946 -1.418136 -0.805367
H2 2.666270 -0.576603 0.127181
H3 -0.213158 -1.118772 1.642755
H4 2.350408 -0.449860 -1.475903
H5 -2.516979 -0.300734 0.056372
H6 -0.848960 -1.433724 1.852755
H7 -2.025651 0.816047 -1.218851
H8 -1.603956 1.169609 0.464159

Cartesian forces (eV/Å) of the 3 atoms listed first:
N 0.2 0.2 0.0
N -0.1 -1.0 -0.5
C 0.2 0.1 -0.1

## Properties
Frontier orbital gap   10.36 eV
Structure (SMILES)   C/C=C(/N)C#N.[H][H]
Total charge   0

Which highest occupied orbital energy belongs to each record? In order, -9.23 -9.48 -9.58 eV.
Which energy relative to the best compared isomer or geometry (same formula, charge and spin) belongs to each record? In order, 48.73 145.80 42.39 kcal/mol.
Which total energy belongs to each record? In order, -433.24511 -325.70521 -266.65445 Ha.